Density functional theory data (ωB97M-V with the def2-TZVPD basis set) for a cluster of 2 separate species, C4H12NS in total at a distorted geometry.

Its expectation value of S² is 2.007. The multiplicity is 3. The calculation puts the electronic energy at -612.123554 Ha. As for the HOMO energy (spin up / spin down): -12.732 / -13.708 eV. The orbital gap (spin up / spin down) comes out at 10.0 / 7.3 eV. As for the net charge: +1. The energy above the lowest of the compared OMol25 structures with the same formula, charge and spin is 0.151 eV.

Last columns: bonded neighbours and bond lengths (Å).
CARTESIAN COORDINATES (ANGSTROEM)
1 C -0.28 -1.43 -0.24  N5 1.470, H7 1.097, H8 1.087, H9 1.104
2 C 0.38 0.70 -1.31  N5 1.516, H10 1.042, H11 1.116, H12 1.047
3 C 1.48 -0.23 0.65  N5 1.437, H13 1.135, H14 1.115, H15 1.108
4 C -0.64 0.69 0.94  N5 1.483, H16 1.102, H17 1.161
5 N 0.21 -0.07 -0.01  C1 1.470, C2 1.516, C3 1.437, C4 1.483
6 S -3.26 0.48 -0.19  H18 1.317
7 H -0.53 -1.87 0.73  C1 1.097
8 H -1.28 -1.43 -0.67  C1 1.087
9 H 0.42 -2.08 -0.79  C1 1.104
10 H 1.23 1.29 -1.21  C2 1.042
11 H 0.62 -0.04 -2.11  C2 1.116
12 H -0.44 1.31 -1.51  C2 1.047
13 H 1.38 -1.13 1.33  C3 1.135
14 H 2.24 -0.45 -0.14  C3 1.115
15 H 1.73 0.56 1.39  C3 1.108
16 H -0.80 0.06 1.83  C4 1.102
17 H -0.32 1.77 1.22  C4 1.161
18 H -3.42 -0.80 0.06  S6 1.317